Here is a molecular structure, C6H8O5V at a distorted geometry from the Open Molecules 2025 dataset. Energies are from wB97M-V/def2-TZVPD.

Positions of all 20 atoms, in Å:
V1 1.29267 -0.41366 -3.35684
O1 0.81451 -1.28389 -1.87043
O2 1.55727 -1.17888 0.24492
C1 1.22315 -2.06142 1.31482
C2 -0.29816 -2.13702 1.23838
O3 -0.55757 -1.83926 -0.13032
C3 0.49409 -1.07368 -0.64217
H1 1.69407 -3.03763 1.13888
H2 1.58494 -1.63030 2.25463
H3 -0.78766 -1.39530 1.88551
H4 -0.69721 -3.13324 1.45349
O4 0.61187 1.47511 -0.75944
C4 -0.12297 2.72377 -0.56535
C5 -1.51223 2.22079 -0.16061
O5 -1.36271 0.76935 -0.25583
C6 -0.15070 0.48215 -0.50537
H5 0.41211 3.27493 0.21198
H6 -0.09920 3.27702 -1.50738
H7 -2.30461 2.50423 -0.85826
H8 -1.79168 2.45693 0.86940

Summary:
Total charge: +1
Lowest unoccupied orbital energy (alpha / beta): -0.12602 / -0.12533 Eh
⟨S²⟩: 6.0045
Spin multiplicity: 5
Highest occupied orbital energy (alpha / beta): -10.52 / -14.02 eV